1.
C3H7N3O as an isolated structure in a non-equilibrium geometry. Source: the Open Molecules 2025 dataset; level of theory: ωB97M-V/def2-TZVPD.

Summary:
**Relative energy (zero: lowest compared OMol25 entry of this formula, charge and spin)**: 2.959 eV
**Molar mass**: 101.11 g mol⁻¹
**HOMO**: -9.1 eV

```
14
C3H7N3O, DFT ωB97M-V/def2-TZVPD
C -0.41130 -1.61883 0.85923
N -1.53461 0.48486 -0.02186
C -0.49540 -0.24565 0.29287
N 1.73681 -0.16044 -0.54524
C -0.22175 1.72316 -0.71775
N 0.57460 0.47458 -0.07637
O 0.01641 2.04912 -1.85635
H -2.34511 0.46425 0.58730
H 2.53534 0.26954 -0.08679
H 1.80703 0.03393 -1.54422
H -0.47947 2.43582 0.07872
H 0.49678 -2.12397 0.53793
H -1.26472 -2.21854 0.54303
H -0.41461 -1.56783 1.94950
```

***

2.
One molecule with the formula C5H7NO2S in a non-equilibrium geometry. Source: the Open Molecules 2025 dataset; level of theory: ωB97M-V/def2-TZVPD.

Summary:
**Relative energy (zero: lowest compared OMol25 entry of this formula, charge and spin)**: 6.199 eV
**Molar mass**: 145.18 g mol⁻¹
**HOMO (spin up / spin down)**: -8.2 / -8.2 eV

```
16
C5H7NO2S, DFT ωB97M-V/def2-TZVPD
C -0.23913 -1.85175 1.03185
C 0.27339 -2.72191 -1.21812
C 0.23771 0.65352 0.62481
C -1.11736 -1.46585 -2.61872
C 1.29539 2.10411 2.11246
N -0.19845 -2.23576 -0.14708
O -0.19434 -2.49339 -2.46432
O 0.44838 1.86324 0.93857
S 0.85129 -0.60064 1.67772
H -0.80910 -2.33504 1.85783
H -0.79634 -0.56694 -2.17822
H -1.99394 -1.78491 -2.06975
H -1.24041 -1.42847 -3.62190
H 0.67118 1.82200 2.93380
H 1.26833 3.28204 2.19954
H 2.31816 1.85568 1.83353
```

***

3.
One molecule with the formula C17H15N3O3. Source: the Open Molecules 2025 dataset; level of theory: ωB97M-V/def2-TZVPD.

Summary:
**Relative energy (zero: lowest compared OMol25 entry of this formula, charge and spin)**: 0.429 eV
**Molar mass**: 309.32 g mol⁻¹
**HOMO**: -8.7 eV

```
38
C17H15N3O3, DFT ωB97M-V/def2-TZVPD
C -3.68209 0.82697 -1.79594
C -2.26179 1.22735 -1.42354
H -1.60190 1.14027 -2.29188
H -2.22298 2.24449 -1.02873
O -1.75272 0.39968 -0.37551
C -1.16433 -0.74592 -0.73581
O -1.01281 -1.10504 -1.87619
C -0.79774 -1.56181 0.45451
C -1.69885 -1.63503 1.51201
C -1.48730 -2.49970 2.56923
C -0.36926 -3.31878 2.56872
C 0.54811 -3.23825 1.53952
C 0.36421 -2.34622 0.48258
N 1.35321 -2.27361 -0.49487
C 1.87034 -1.20361 -1.18046
O 2.67050 -1.39524 -2.07047
C 1.46810 0.15860 -0.74010
C 1.35413 0.48746 0.60333
C 0.97568 1.78438 0.89740
N 0.73960 2.43849 2.07965
C 0.36378 3.70676 1.74811
N 0.34619 3.92929 0.47311
C 0.72812 2.74813 -0.11108
C 0.89587 2.41258 -1.45091
C 1.27027 1.12098 -1.74315
H 1.40863 0.80652 -2.76623
H 0.73328 3.14595 -2.22394
H 0.11036 4.43994 2.48971
H 0.80998 2.04800 3.00396
H 1.55764 -0.22857 1.38588
H 1.79834 -3.15092 -0.73838
H 1.42912 -3.86371 1.54766
H -0.20659 -4.01603 3.37687
H -2.19806 -2.54893 3.37957
H -2.58290 -1.01726 1.48014
H -4.33072 0.87437 -0.92427
H -3.69039 -0.18698 -2.18902
H -4.06155 1.50220 -2.55717
```

***

4.
A 8-piece molecular cluster, C8H31O8 overall in a non-equilibrium geometry. Source: the Open Molecules 2025 dataset; level of theory: ωB97M-V/def2-TZVPD.

Summary:
**Relative energy (zero: lowest compared OMol25 entry of this formula, charge and spin)**: 0.376 eV
**Molar mass**: 255.33 g mol⁻¹
**Total charge**: -1
**HOMO**: -3.8 eV

```
47
C8H31O8, DFT ωB97M-V/def2-TZVPD
C 0.74631 0.17135 -0.80760
O 0.60192 1.14863 0.11420
H -0.22030 -0.36312 -1.10829
H 1.11347 0.43745 -1.82520
H 1.27563 -0.73909 -0.43760
C -2.50873 2.25658 -1.26880
O -2.98744 3.38270 -1.99701
H -2.50990 1.34671 -1.87727
H -1.47483 2.43983 -0.96173
H -3.11417 2.11029 -0.37807
H -2.33653 3.60117 -2.66827
C 1.05348 3.11884 -2.75744
O 1.32468 3.37209 -1.40854
H 1.34271 3.97785 -3.37374
H 1.59187 2.23402 -3.11910
H -0.01698 2.97623 -2.99477
H 0.98150 2.59554 -0.89669
C -1.88894 -2.67105 -2.72619
O -1.69363 -3.92612 -2.08830
H -1.07696 -2.46347 -3.42826
H -2.82469 -2.61781 -3.29566
H -1.91925 -1.90473 -1.95797
H -1.51456 -4.60636 -2.74213
C -0.82536 -0.96879 3.30930
O -0.41499 0.22516 2.68661
H -0.39555 -1.86102 2.84503
H -0.62577 -0.83715 4.36887
H -1.91998 -1.09032 3.20872
H -0.52866 0.27844 1.72283
C 1.06275 -3.49004 0.50178
O 0.65734 -4.74342 -0.03617
H 0.25622 -2.79031 0.69179
H 1.72345 -3.70471 1.34789
H 1.84486 -3.03153 -0.12386
H -0.03772 -4.53018 -0.66778
C 4.11575 -1.61056 1.34990
O 3.53668 -0.87199 2.41254
H 5.20338 -1.70271 1.47589
H 3.74575 -2.63741 1.34454
H 3.96200 -1.16582 0.36521
H 4.24772 -0.53155 2.95770
C -1.80912 3.31601 2.63822
O -0.66076 3.32155 1.82697
H -1.64281 2.71841 3.54475
H -2.04031 4.33856 2.94521
H -2.66804 2.87595 2.12010
H -0.73151 2.61587 1.16839
```

***

5.
A 2-piece molecular cluster, C5H14N2O2 overall in a non-equilibrium geometry. Source: the Open Molecules 2025 dataset; level of theory: ωB97M-V/def2-TZVPD.

Summary:
**⟨S²⟩**: 0.758
**2S+1**: 2
**Relative energy (zero: lowest compared OMol25 entry of this formula, charge and spin)**: 0.245 eV
**Molar mass**: 134.18 g mol⁻¹
**Total charge**: +1
**HOMO (spin up / spin down)**: -13.9 / -14.2 eV

```
23
C5H14N2O2, DFT ωB97M-V/def2-TZVPD
C -1.06270 1.68462 -0.09625
N -1.16751 0.28550 -0.01959
C -1.80979 -0.47892 -1.11853
C -1.10314 -0.46223 -2.47838
C -0.25869 -0.39296 0.80413
C 1.26512 -0.73684 0.12426
N 2.07317 0.40253 -0.01896
O -0.18087 2.30678 0.42175
H -1.81679 2.07107 -0.79724
H -2.79598 -0.01457 -1.17048
H -1.97215 -1.49565 -0.77981
H -0.10925 -0.89935 -2.47423
H -0.98717 0.59462 -2.76380
H -1.65196 -0.90000 -3.30595
H 0.14560 0.29614 1.54374
H -0.52301 -1.39569 1.13720
H 1.66552 -1.48822 0.80960
H 1.09406 -1.14705 -0.87932
H 2.61195 0.64223 0.80644
H 1.56046 1.21123 -0.36219
H 1.89976 -0.77291 3.55540
H 1.73692 0.69953 3.80116
O 1.38645 -0.00984 3.26106
```

***

6.
One molecule with the formula C9H8F3NO3 in a non-equilibrium geometry. Source: the Open Molecules 2025 dataset; level of theory: ωB97M-V/def2-TZVPD.

Summary:
**Relative energy (zero: lowest compared OMol25 entry of this formula, charge and spin)**: 0.515 eV
**Molar mass**: 235.16 g mol⁻¹
**HOMO**: -9.7 eV

```
24
C9H8F3NO3, DFT ωB97M-V/def2-TZVPD
C 1.43351 -2.82482 0.26114
C 2.30818 -1.95828 -0.37675
C 0.14652 -2.35132 0.51352
C 1.92324 -0.65302 -0.62435
C -0.17365 -1.05363 0.14640
C -1.47737 0.99226 0.52417
C -1.89400 2.63245 -1.16525
C -1.71304 -0.55542 0.62973
C -2.75187 -1.14543 -0.38666
N 0.71136 -0.22434 -0.37888
O -0.90045 1.60707 1.34455
O -1.86786 -1.16655 1.82625
O -2.12549 1.30618 -0.60545
F -3.96192 -0.64072 -0.16737
F -2.49395 -0.88610 -1.65686
F -2.92145 -2.52034 -0.31450
H 1.76347 -3.78357 0.53545
H 3.37838 -2.18338 -0.45790
H -0.50977 -2.88305 1.21145
H 2.58198 0.15504 -0.88585
H -2.75778 3.40511 -1.01007
H -1.82845 2.47971 -2.25022
H -0.85226 2.90646 -0.65324
H -2.00784 -0.55339 2.49414
```

***

7.
C27H36GaN8PS2 as an isolated structure in a non-equilibrium geometry. Source: the Open Molecules 2025 dataset; level of theory: ωB97M-V/def2-TZVPD.

Summary:
**Molar mass**: 637.47 g mol⁻¹
**Total charge**: +4
**HOMO**: -17.4 eV

```
75
C27H36GaN8PS2, DFT ωB97M-V/def2-TZVPD
Ga 0.04225 2.14748 0.32217
C 1.52355 4.11296 1.95414
N 1.01974 3.98537 0.55794
C 2.12415 3.87652 -0.51030
C 2.58131 2.41195 -0.64197
C 3.90870 2.09020 -0.80241
C 4.31126 0.78571 -1.07049
C 3.31313 -0.18455 -1.09698
C 2.00048 0.16583 -0.87361
N 1.60425 1.47309 -0.68299
C 0.10951 5.08672 0.18664
C -1.08605 4.53903 -0.55831
C -1.88560 5.36377 -1.23941
C -2.93014 4.88443 -2.00622
C -3.20271 3.51265 -2.01325
C -2.40861 2.73761 -1.24311
N -1.31382 3.18986 -0.54228
C 1.05720 2.92096 2.80140
C 1.38177 2.89416 4.14783
C 0.79600 1.94924 4.99727
C 0.07758 0.92533 4.41887
C -0.11461 0.95184 3.06287
N 0.26766 1.95904 2.25962
H 1.09280 5.04932 2.40806
H 2.61703 4.19229 1.99639
H 2.89763 4.55403 -0.28056
H 1.63272 4.16533 -1.47747
H 4.62958 2.88025 -0.67117
H 5.35179 0.50544 -1.23832
H 3.52706 -1.22063 -1.25451
H 1.24220 -0.58922 -0.87142
H 0.63205 5.84923 -0.45007
H -0.27459 5.59379 1.05059
H -1.61871 6.42350 -1.29916
H -3.52314 5.55149 -2.59197
H -3.98870 3.03854 -2.61687
H -2.57374 1.66127 -1.15175
H 1.98869 3.67468 4.52749
H 0.90540 2.10185 6.07123
H -0.34719 0.15173 5.02594
H -0.65628 0.12901 2.57547
C -4.32337 -2.47043 -1.45702
N -2.97103 -2.85385 -2.08791
C -2.45201 -4.09854 -1.34951
N -2.36179 -3.80804 0.04798
C -3.62709 -3.39855 0.62879
N -4.21067 -2.21233 -0.04789
C -3.43735 -0.99676 0.21290
P -1.68797 -1.14218 -0.31738
C -2.01535 -1.70976 -2.09169
C -1.25913 -2.86207 0.29161
H -4.95516 -3.32844 -1.63090
H -4.66889 -1.61169 -2.03441
H -3.20318 -3.11523 -3.07069
H -1.50160 -4.35107 -1.79929
H -3.19554 -4.85268 -1.55329
H -3.53445 -3.16902 1.67812
H -4.30172 -4.21213 0.58981
H -3.44744 -0.82417 1.30398
H -3.93289 -0.15030 -0.24952
H -1.08205 -2.05870 -2.54153
H -2.46908 -0.93296 -2.70920
H -0.97831 -2.96319 1.32943
H -0.38867 -3.10298 -0.31362
S 1.50677 -3.40766 -2.20035
C 2.55334 -4.18598 -1.17494
N 3.41962 -5.12894 -1.45780
C 4.14765 -5.78269 -0.35059
C 4.00601 -4.90427 0.91812
S 2.67194 -3.77778 0.51190
H 3.50547 -5.47833 -2.39549
H 5.16892 -5.95345 -0.65071
H 3.68905 -6.76197 -0.14810
H 4.91905 -4.39248 1.19645
H 3.70537 -5.49246 1.74340
```

***

8.
C40H28NO8P2PtS2 as an isolated structure in a non-equilibrium geometry. Source: the Open Molecules 2025 dataset; level of theory: ωB97M-V/def2-TZVPD.

Summary:
**Relative energy (zero: lowest compared OMol25 entry of this formula, charge and spin)**: 1.597 eV
**Molar mass**: 971.82 g mol⁻¹
**Total charge**: -1
**HOMO (spin up / spin down)**: -5.5 / -5.6 eV

```
82
C40H28NO8P2PtS2, DFT ωB97M-V/def2-TZVPD
Pt 0.61342 -1.69785 -1.43381
S 2.32410 -1.34442 0.70985
P 1.20619 0.30212 0.70871
C 0.35278 0.17319 -0.82114
P -0.92637 1.15975 -1.59297
S -1.44408 0.45881 -3.32903
C -0.21212 2.84008 -1.67665
C -0.23731 3.72543 -0.60198
C 0.41158 4.94746 -0.68280
C 1.09357 5.29167 -1.84070
C 1.11527 4.41893 -2.91934
C 0.46485 3.19743 -2.83906
C -2.31968 1.32099 -0.43700
C -3.13458 2.45013 -0.50555
C -4.24804 2.55564 0.31206
C -4.55929 1.53124 1.19654
C -3.76337 0.39697 1.25014
C -2.64614 0.28888 0.43440
C 2.21438 1.80977 0.75602
C 2.58423 2.41035 1.95731
C 3.46321 3.48304 1.95545
C 3.98425 3.95153 0.75872
C 3.63109 3.34572 -0.43898
C 2.74965 2.27856 -0.44035
C 0.08056 0.39174 2.12743
C -0.31905 -0.79613 2.73430
C -1.26506 -0.77373 3.74679
C -1.80796 0.43263 4.16399
C -1.40287 1.62104 3.57237
C -0.46387 1.60089 2.55464
H -0.79451 3.47091 0.28976
H 0.38760 5.62968 0.15780
H 1.60462 6.24412 -1.90379
H 1.64143 4.68762 -3.82634
H 0.46490 2.51014 -3.67688
H -2.90062 3.24324 -1.20459
H -4.87863 3.43382 0.25340
H -5.43001 1.61433 1.83490
H -4.00900 -0.40886 1.93073
H -2.04172 -0.61046 0.45707
H 2.19338 2.03604 2.89523
H 3.74751 3.94771 2.89092
H 4.67290 4.78678 0.75977
H 4.03856 3.70433 -1.37455
H 2.47396 1.80713 -1.37399
H 0.10885 -1.73289 2.40179
H -1.57989 -1.70312 4.20472
H -2.54804 0.44862 4.95427
H -1.82538 2.56299 3.89727
H -0.14888 2.52819 2.09545
O 4.64641 -1.29400 -7.03728
C 4.76335 -0.56712 -6.04332
O 5.51622 0.39431 -5.81776
C 3.80524 -0.90943 -4.87111
C 4.00857 -0.34482 -3.61701
C 3.14533 -0.62751 -2.58293
N 2.09167 -1.43751 -2.76271
C 1.87545 -1.99969 -3.96345
C 2.72785 -1.77198 -5.02235
C 0.64367 -2.88813 -4.03970
O 0.46163 -3.61899 -4.98306
O -0.15552 -2.79637 -3.00873
H 4.84632 0.32584 -3.48413
H 3.27693 -0.23961 -1.58577
H 2.54640 -2.26190 -5.96886
O 0.58329 -3.98191 -0.40588
C -0.40534 -3.50127 0.16004
O -0.82331 -2.29505 -0.11180
C -1.17203 -4.21267 1.21962
C -0.64955 -5.37873 1.75867
C -1.31233 -6.06552 2.77775
C -2.50035 -5.52963 3.20807
O -3.33860 -6.00765 4.17986
C -4.43115 -5.09308 4.24701
O -4.21246 -4.06469 3.28853
C -3.02260 -4.36564 2.67018
C -2.38681 -3.67667 1.67461
H 0.28875 -5.74517 1.36625
H -0.91583 -6.97381 3.20749
H -4.47349 -4.65474 5.24817
H -5.35880 -5.62102 4.01002
H -2.78527 -2.76802 1.24729
```